Run i
Here is the molecule C3H11N2OP from the OMol25 dataset. Energies are from ωB97M-V/def2-TZVPD.

Calculated values
HOMO level = -9.36 eV

```
18
C3H11N2OP ωB97M-V/def2-TZVPD
C -1.6044 0.6512 0.7142
N -0.6025 -0.4861 0.4497
C -1.1362 -1.7366 -0.0508
P 0.9237 -0.0308 -0.0674
C 1.1265 1.0342 -1.5845
N 1.4136 0.9507 1.2375
O 1.9926 -1.1537 -0.3844
H -2.4282 0.6069 0.0567
H -2.1497 0.3039 1.6694
H -1.1236 1.5962 0.7907
H -2.0772 -2.2647 0.4084
H -1.2648 -1.7164 -1.1994
H -0.2243 -2.4384 0.1586
H 0.9908 0.2368 -2.3571
H 0.4417 1.8806 -1.5995
H 2.1405 1.3441 -1.5244
H 2.4513 0.8321 1.2490
H 1.1302 0.3900 2.0333
```

Results of the Löwdin charge analysis, in e, for atoms 1 through 5: atom 1 (C): -0.08, atom 2 (N): -0.36, atom 3 (C): -0.16, atom 4 (P): 0.54, atom 5 (C): -0.15

Run ii
Here is the molecule C3H11N2OP from the OMol25 dataset. Energies are from ωB97M-V/def2-TZVPD.

Calculated values
HOMO level = -9.45 eV

```
18
C3H11N2OP ωB97M-V/def2-TZVPD
C -2.6109 0.1546 -0.5426
N -1.2928 0.6088 0.0675
P -0.0786 -0.4945 0.0183
C 0.1312 -1.2283 1.6470
O -0.4726 -1.6478 -1.1375
N 1.2434 0.5009 -0.2135
C 2.2578 0.1506 -1.2162
H -2.1176 -0.6493 -1.1407
H -3.3422 -0.0813 0.1842
H -2.9434 1.0166 -1.1052
H -1.2481 1.0589 0.9860
H -0.5845 -0.7986 2.3929
H -0.0420 -2.2984 1.4712
H 1.0481 -1.0520 2.0428
H 0.8506 1.4676 -0.2989
H 2.0309 -0.9090 -1.5355
H 2.5972 0.8382 -2.0085
H 3.1118 0.2128 -0.5982
```

Results of the Löwdin charge analysis, in e, for atoms 1 through 5: atom 1 (C): -0.09, atom 2 (N): -0.22, atom 3 (P): 0.60, atom 4 (C): -0.15, atom 5 (O): -0.44

Computed relative energies in units of eV: run i 0.000; run ii 0.787

Run i
Here is the molecule CH3IN4 from the OMol25 dataset. Energies are from ωB97M-V/def2-TZVPD.

Calculated values
HOMO level = -9.42 eV

```
9
CH3IN4 ωB97M-V/def2-TZVPD
C 0.6171 1.0619 0.3336
N -0.6078 1.7621 -0.2085
N -1.4159 0.9589 -0.5902
N 0.6542 -0.2314 -0.0037
N -1.1968 -0.2450 -0.7276
I 0.5504 1.6038 2.5344
H 1.4381 1.6532 -0.0578
H 0.5554 -0.9299 0.7203
H -1.8650 -0.9867 -0.6005
```

Results of the Löwdin charge analysis, in e, for atoms 1 through 5: atom 1 (C): -0.83, atom 2 (N): -0.02, atom 3 (N): -0.13, atom 4 (N): 0.06, atom 5 (N): 0.11

Run ii
Here is the molecule CH3IN4 from the OMol25 dataset. Energies are from ωB97M-V/def2-TZVPD.

Calculated values
HOMO level = -8.87 eV

```
9
CH3IN4 ωB97M-V/def2-TZVPD
I -2.7091 0.4560 0.0012
C -0.7009 0.0165 -0.6960
N -0.3976 -1.3185 -0.3904
N 0.6229 -1.4683 0.3048
N 1.1904 -0.3372 0.7129
N 0.5679 0.8156 -0.0631
H -0.8397 0.3102 -1.7635
H 1.9622 -0.0776 1.3521
H 0.3039 1.6033 0.5420
```

Results of the Löwdin charge analysis, in e, for atoms 1 through 5: atom 1 (I): 0.67, atom 2 (C): -0.76, atom 3 (N): -0.10, atom 4 (N): -0.04, atom 5 (N): -0.05

Run iii
Here is a structure of composition CH3IN4 from the OMol25 dataset. Energies are from ωB97M-V/def2-TZVPD.

Calculated values
HOMO level = -9.74 eV

```
9
CH3IN4 ωB97M-V/def2-TZVPD
C 1.6165 0.9290 -0.1865
N 0.6376 0.8958 -1.0799
N -0.1556 1.8495 -0.7701
N 1.3159 1.7835 0.8156
N 0.2012 2.3432 0.4079
I 3.3491 -0.1423 -0.0039
H -0.3147 -1.1755 -0.3066
H -0.6935 -1.7778 0.1026
H -0.3093 3.0456 0.9478
```

Results of the Löwdin charge analysis, in e, for atoms 1 through 5: atom 1 (C): -0.98, atom 2 (N): -0.04, atom 3 (N): -0.01, atom 4 (N): 0.01, atom 5 (N): -0.04

Computed relative energies in units of eV: run i 1.504; run ii 0.805; run iii 0.000

Run i
Here is the molecule C5H8OS from the OMol25 dataset. Energies are from ωB97M-V/def2-TZVPD.

Calculated values
HOMO level = -8.52 eV

```
15
C5H8OS ωB97M-V/def2-TZVPD
C 0.4514 -1.2517 1.9038
C 1.0368 -0.5680 0.7347
S 1.8928 -1.5177 -0.3073
C 0.6136 0.8626 0.5112
C -0.0506 1.2926 -0.5853
C -0.6657 0.5737 -1.7341
O -1.9627 0.6473 -1.4768
H 1.0288 -1.3214 2.7544
H 0.3572 -2.3341 1.7073
H -0.5062 -0.7316 2.2455
H 1.1595 1.5416 1.1770
H -0.2240 2.3511 -0.6994
H -0.3152 1.0646 -2.6664
H -0.3822 -0.4732 -1.7176
H -2.4337 -0.1359 -1.8472
```

Results of the Löwdin charge analysis, in e, for atoms 1 through 5: atom 1 (C): -0.16, atom 2 (C): -0.78, atom 3 (S): 0.71, atom 4 (C): -0.11, atom 5 (C): -0.07

Run ii
Here is the molecule C5H8OS from the OMol25 dataset. Energies are from ωB97M-V/def2-TZVPD.

Calculated values
HOMO level = -8.97 eV

```
15
C5H8OS ωB97M-V/def2-TZVPD
C 0.9170 1.6047 -0.7996
C 0.4762 0.2692 -0.3087
S 1.2075 -1.0480 -1.6235
C -0.9882 -0.0441 -0.3096
C -1.3174 -0.6773 0.7662
C -0.1412 -0.9076 1.6329
O 0.8936 -0.0702 0.9917
H 1.9600 1.5783 -0.5028
H 0.4566 2.5319 -0.3336
H 0.4673 1.7599 -1.8112
H -0.0456 -1.5188 -1.8629
H -1.5936 0.3352 -1.1100
H -2.0886 -1.3079 0.9110
H -0.3202 -0.5505 2.6384
H 0.1167 -1.9548 1.7217
```

Results of the Löwdin charge analysis, in e, for atoms 1 through 5: atom 1 (C): -0.10, atom 2 (C): -0.75, atom 3 (S): 0.70, atom 4 (C): -0.12, atom 5 (C): -0.07

Computed relative energies in units of eV: run i 0.421; run ii 0.000

Run i
Here is a cluster of 2 separate species, C2H8N2O in total from the OMol25 dataset. Energies are from ωB97M-V/def2-TZVPD.

Calculated values
HOMO level (spin up / spin down) = -9.06 / -8.85 eV

```
13
C2H8N2O ωB97M-V/def2-TZVPD
C 1.6607 -0.3550 0.3318
C 0.4014 0.4266 -0.1423
N -3.0883 0.2350 -0.0533
N -0.4041 -0.5962 -0.6869
O -2.1217 -0.4027 0.5641
H 2.1639 0.0505 1.2679
H 1.5132 -1.3987 0.4733
H 2.4903 -0.1624 -0.5082
H 0.0207 0.8216 0.8097
H 0.7486 1.2545 -0.9506
H -3.6764 -0.3426 -0.7628
H -2.7633 1.1873 -0.1882
H -0.3249 -1.4621 -0.1668
```

Results of the Löwdin charge analysis, in e, for atoms 1 through 5: atom 1 (C): -0.13, atom 2 (C): -0.39, atom 3 (N): -0.05, atom 4 (N): 0.03, atom 5 (O): -0.19

Run ii
Here is a cluster of 2 separate species, C2H8N2O in total from the OMol25 dataset. Energies are from ωB97M-V/def2-TZVPD.

Calculated values
HOMO level = -8.47 eV

```
13
C2H8N2O ωB97M-V/def2-TZVPD
H 5.2021 -2.8147 0.4920
N 5.3664 -2.0973 1.2192
C 4.7824 -0.9169 1.0026
N 4.9128 -0.0492 0.0068
H 4.0247 -0.4389 1.6060
H 4.9021 0.9084 0.2663
H 5.8834 -0.1834 -0.2700
C -7.2860 1.5643 -0.6349
O -6.1173 0.8729 -1.2711
H -7.4092 2.3970 -1.3275
H -7.0273 1.8914 0.3663
H -8.0816 0.7172 -0.3818
H -5.4890 1.6806 -1.3708
```

Results of the Löwdin charge analysis, in e, for atoms 1 through 5: atom 1 (H): 0.03, atom 2 (N): 0.01, atom 3 (C): -0.40, atom 4 (N): 0.07, atom 5 (H): 0.10

Computed relative energies in units of eV: run i 2.503; run ii 0.000